(1)
{"formula": "C20H44NO3", "method": "wB97M-V/def2-TZVPD", "e_tot_ha": -1068.33971, "spin_multiplicity": 1, "orbital_gap_ev": 8.396, "e_lumo_ev": -3.14, "charge": 1, "homo_ev": -11.53, "symbols": ["C", "C", "C", "C", "C", "C", "C", "C", "N", "C", "C", "C", "H", "H", "H", "H", "H", "H", "H", "H", "H", "H", "H", "H", "H", "H", "H", "H", "H", "H", "H", "H", "C", "C", "C", "O", "H", "H", "H", "H", "H", "H", "H", "H", "C", "C", "C", "O", "H", "H", "H", "H", "H", "H", "H", "H", "C", "C", "C", "O", "H", "H", "H", "H", "H", "H", "H", "H"], "coordinates": [[0.364, 0.356, -2.918], [0.902, 1.631, -3.250], [1.770, 3.039, -3.402], [3.068, 3.127, -2.404], [3.049, 1.984, -1.185], [4.454, 2.186, -0.364], [5.232, 0.896, 0.283], [6.577, 1.721, 0.839], [6.030, 3.100, 1.266], [4.587, 3.348, 0.783], [3.635, 3.304, 2.120], [3.766, 4.803, 2.842], [0.144, -0.759, -2.556], [2.207, 3.044, -4.513], [1.102, 4.005, -3.189], [4.037, 2.874, -3.042], [3.190, 4.173, -1.854], [3.036, 0.873, -1.620], [2.076, 2.067, -0.510], [5.208, 2.559, -1.211], [5.563, 0.305, -0.700], [4.605, 0.294, 1.072], [7.235, 1.978, -0.119], [7.035, 1.032, 1.666], [6.576, 3.937, 0.919], [6.179, 3.059, 2.319], [4.338, 4.380, 0.290], [2.486, 3.160, 1.896], [3.978, 2.529, 2.935], [2.725, 5.246, 3.162], [4.292, 5.599, 2.141], [4.424, 4.713, 3.824], [-2.704, -0.710, 0.046], [-1.890, -0.250, 1.245], [-1.987, 1.256, 1.436], [-0.526, -0.616, 1.059], [-2.337, -0.248, -0.877], [-2.615, -1.794, -0.086], [-3.762, -0.457, 0.167], [-2.245, -0.759, 2.148], [-1.594, 1.787, 0.562], [-1.387, 1.574, 2.295], [-3.023, 1.567, 1.598], [-0.202, -0.168, 0.259], [-6.683, -3.557, 2.553], [-5.706, -2.396, 2.453], [-6.372, -1.160, 1.870], [-4.607, -2.774, 1.627], [-7.063, -3.836, 1.564], [-6.186, -4.443, 2.963], [-7.532, -3.303, 3.195], [-5.305, -2.165, 3.446], [-6.741, -1.354, 0.857], [-5.654, -0.337, 1.792], [-7.212, -0.834, 2.491], [-4.953, -2.981, 0.743], [-2.636, -5.927, -2.552], [-2.499, -4.458, -2.920], [-1.065, -3.978, -2.760], [-3.353, -3.681, -2.085], [-2.358, -6.097, -1.506], [-3.675, -6.255, -2.660], [-2.002, -6.553, -3.188], [-2.825, -4.305, -3.954], [-0.731, -4.079, -1.721], [-0.984, -2.916, -3.016], [-0.385, -4.546, -3.402], [-3.071, -3.810, -1.164]], "lowdin_charge": [0.05, -0.08, -0.20, -0.20, -0.16, -0.28, -0.11, -0.10, 0.03, -0.23, -0.17, -0.13, 0.06, 0.12, 0.13, 0.12, 0.12, 0.13, 0.13, 0.14, 0.15, 0.14, 0.16, 0.15, 0.20, 0.19, 0.16, 0.13, 0.12, 0.09, 0.08, 0.09, -0.06, -0.49, -0.06, -0.07, 0.08, 0.06, 0.07, 0.14, 0.08, 0.08, 0.08, 0.07, -0.06, -0.50, -0.06, -0.07, 0.08, 0.08, 0.08, 0.14, 0.09, 0.07, 0.08, 0.09, -0.06, -0.50, -0.07, -0.07, 0.08, 0.08, 0.08, 0.14, 0.08, 0.06, 0.08, 0.08]}

(2)
{"formula": "C20H45ClIO15PS4", "method": "wB97M-V/def2-TZVPD", "e_tot_ha": -4609.41037, "spin_multiplicity": 1, "orbital_gap_ev": 9.057, "e_lumo_ev": 0.09, "smiles": "CP(O)[C@@]1(CCCCl)C[C@H](I)C(=O)O1.CCOS(C)(=O)=O.CCOS(C)(=O)=O.CCOS(C)(=O)=O.CCOS(C)(=O)=O", "homo_ev": -8.97, "symbols": ["C", "P", "O", "C", "C", "C", "C", "Cl", "C", "C", "I", "C", "O", "O", "H", "H", "H", "H", "H", "H", "H", "H", "H", "H", "H", "H", "H", "C", "C", "O", "S", "C", "O", "O", "H", "H", "H", "H", "H", "H", "H", "H", "C", "C", "O", "S", "C", "O", "O", "H", "H", "H", "H", "H", "H", "H", "H", "C", "C", "O", "S", "C", "O", "O", "H", "H", "H", "H", "H", "H", "H", "H", "C", "C", "O", "S", "C", "O", "O", "H", "H", "H", "H", "H", "H", "H", "H"], "coordinates": [[-6.325, 1.650, 2.088], [-4.529, 1.241, 2.595], [-4.305, -0.513, 2.767], [-3.287, 1.804, 1.203], [-3.445, 3.379, 0.777], [-4.762, 3.728, -0.134], [-5.115, 2.629, -1.299], [-3.728, 2.529, -2.573], [-1.875, 1.857, 2.097], [-0.730, 1.023, 1.272], [1.323, 1.768, 1.413], [-1.503, 1.050, -0.206], [-0.937, 1.289, -1.392], [-2.916, 0.799, 0.176], [-7.029, 1.131, 2.888], [-6.511, 2.822, 2.210], [-6.486, 1.268, 0.994], [-4.129, -0.612, 3.768], [-2.424, 3.740, 0.314], [-3.572, 3.988, 1.796], [-5.742, 3.952, 0.490], [-4.513, 4.748, -0.699], [-5.451, 1.579, -0.901], [-6.042, 3.073, -1.905], [-1.612, 2.876, 2.611], [-2.071, 1.161, 3.037], [-0.608, -0.116, 1.588], [-0.815, -0.925, -4.086], [-1.909, -1.340, -3.120], [-2.707, -2.386, -3.656], [-2.105, -3.900, -3.667], [-3.621, -4.739, -4.061], [-1.714, -4.262, -2.321], [-1.206, -4.035, -4.793], [-0.080, -1.726, -4.216], [-0.287, -0.041, -3.718], [-1.232, -0.706, -5.074], [-1.492, -1.628, -2.149], [-2.573, -0.487, -2.945], [-4.324, -4.606, -3.238], [-3.393, -5.799, -4.194], [-4.022, -4.326, -4.989], [6.294, 1.327, 6.307], [6.822, 1.238, 4.888], [6.467, 0.007, 4.276], [4.938, -0.190, 3.748], [5.218, -1.666, 2.799], [4.610, 0.888, 2.838], [4.096, -0.529, 4.875], [5.201, 1.377, 6.318], [6.676, 2.220, 6.809], [6.582, 0.442, 6.884], [6.480, 2.085, 4.284], [7.917, 1.281, 4.911], [5.889, -1.433, 1.971], [4.254, -2.008, 2.418], [5.651, -2.427, 3.451], [9.106, 0.454, 1.848], [9.682, -0.435, 2.934], [10.603, -1.377, 2.401], [12.094, -0.864, 1.992], [12.832, -2.467, 1.784], [12.703, -0.221, 3.137], [12.027, -0.225, 0.695], [9.875, 1.106, 1.424], [8.310, 1.089, 2.248], [8.704, -0.147, 1.026], [10.149, 0.159, 3.727], [8.870, -1.007, 3.395], [12.847, -2.978, 2.748], [13.851, -2.323, 1.418], [12.250, -3.031, 1.052], [-9.616, -1.803, -4.114], [-8.404, -1.241, -3.393], [-7.517, -0.593, -4.292], [-7.910, 0.889, -4.845], [-6.330, 1.288, -5.554], [-8.144, 1.766, -3.716], [-8.866, 0.747, -5.921], [-10.244, -1.000, -4.512], [-10.227, -2.404, -3.435], [-9.309, -2.423, -4.962], [-8.703, -0.563, -2.586], [-7.849, -2.065, -2.932], [-5.590, 1.354, -4.755], [-6.423, 2.251, -6.061], [-6.061, 0.513, -6.274]], "lowdin_charge": [-0.31, 0.95, -0.36, -0.51, -0.16, -0.25, -0.51, 0.50, -0.24, -0.61, 0.80, -0.27, -0.03, -0.10, 0.06, 0.06, 0.04, 0.07, 0.14, 0.13, 0.10, 0.12, 0.08, 0.09, 0.12, 0.09, 0.11, -0.07, -0.28, -0.27, 0.62, -0.13, -0.29, -0.29, 0.07, 0.07, 0.09, 0.11, 0.10, 0.07, 0.08, 0.07, -0.07, -0.28, -0.28, 0.61, -0.11, -0.33, -0.28, 0.07, 0.08, 0.09, 0.12, 0.12, 0.07, 0.08, 0.08, -0.07, -0.28, -0.27, 0.63, -0.12, -0.29, -0.29, 0.07, 0.07, 0.09, 0.12, 0.11, 0.07, 0.08, 0.07, -0.08, -0.28, -0.27, 0.62, -0.12, -0.30, -0.29, 0.07, 0.08, 0.09, 0.12, 0.12, 0.04, 0.08, 0.08]}

(3)
{"formula": "C20H45ErN2OP3S", "method": "wB97M-V/def2-TZVPD", "e_tot_ha": -3410.21133, "spin_multiplicity": 4, "orbital_gap_ev": [7.820, 7.973], "e_lumo_ev": [-9.13, -8.98], "charge": 3, "homo_ev": [-16.95, -16.96], "symbols": ["Er", "P", "P", "P", "H", "C", "C", "H", "C", "C", "C", "C", "C", "C", "C", "C", "C", "H", "H", "H", "H", "H", "H", "H", "H", "H", "H", "H", "H", "H", "H", "H", "H", "H", "H", "H", "H", "H", "H", "H", "H", "H", "H", "H", "H", "H", "C", "C", "C", "C", "C", "C", "O", "H", "H", "H", "H", "H", "H", "C", "N", "C", "S", "N", "C", "H", "H", "H", "H", "H", "H", "H", "H"], "coordinates": [[-0.167, 0.227, -1.099], [1.792, 1.191, 0.644], [-1.547, 2.497, -1.815], [2.117, -0.475, -2.667], [-1.716, -4.226, -0.457], [-0.748, -4.715, -0.595], [0.250, -4.559, 0.293], [0.131, -3.978, 1.214], [1.336, 1.737, 2.330], [2.537, 2.747, 0.010], [3.272, 0.193, 1.051], [-3.289, 2.651, -2.375], [-1.637, 3.475, -0.258], [-0.751, 3.687, -2.960], [2.810, -2.089, -2.118], [3.625, 0.573, -2.731], [1.914, -0.832, -4.459], [-0.613, -5.304, -1.513], [1.208, -5.072, 0.162], [1.329, 0.882, 3.020], [0.341, 2.198, 2.330], [2.074, 2.472, 2.682], [1.738, 3.397, -0.376], [3.247, 2.540, -0.800], [3.055, 3.256, 0.836], [2.958, -0.633, 1.703], [4.017, 0.806, 1.580], [3.729, -0.235, 0.150], [-3.335, 3.010, -3.413], [-3.831, 3.363, -1.737], [-3.795, 1.680, -2.314], [-2.160, 4.419, -0.462], [-0.636, 3.690, 0.142], [-2.205, 2.915, 0.498], [-1.443, 4.506, -3.201], [-0.487, 3.169, -3.892], [0.161, 4.103, -2.513], [3.338, -2.561, -2.958], [1.994, -2.750, -1.794], [3.505, -1.956, -1.280], [4.332, 0.168, -3.468], [4.130, 0.634, -1.761], [3.347, 1.590, -3.039], [2.802, -1.362, -4.831], [1.809, 0.112, -5.007], [1.024, -1.448, -4.642], [-2.043, -1.668, -3.247], [-3.091, -0.981, -3.850], [-3.297, -1.199, -5.219], [-2.496, -2.113, -5.914], [-1.541, -2.888, -5.241], [-1.336, -2.688, -3.865], [-1.394, -1.110, -2.104], [-1.960, -1.048, -1.217], [-3.683, -0.271, -3.272], [-4.070, -0.637, -5.750], [-2.653, -2.256, -6.985], [-0.939, -3.622, -5.775], [-0.615, -3.267, -3.288], [-2.339, 0.581, 4.572], [-1.850, 0.651, 3.185], [-1.549, -0.438, 2.442], [-2.004, -0.423, 0.716], [-0.970, -1.512, 2.994], [-0.083, -1.476, 4.169], [-1.973, -0.319, 5.067], [-3.437, 0.587, 4.588], [-1.973, 1.465, 5.103], [-2.263, 1.399, 2.628], [-0.834, -2.286, 2.342], [-0.542, -2.021, 5.002], [0.859, -1.978, 3.916], [0.135, -0.448, 4.481]], "lowdin_charge": [0.83, 0.71, 0.74, 0.74, 0.05, -0.06, -0.07, 0.02, -0.25, -0.23, -0.24, -0.22, -0.26, -0.25, -0.24, -0.26, -0.24, 0.07, 0.06, 0.04, 0.03, 0.07, 0.03, 0.04, 0.07, 0.06, 0.08, 0.01, 0.07, 0.07, 0.03, 0.08, 0.03, 0.03, 0.08, 0.06, 0.05, 0.07, 0.03, 0.04, 0.08, 0.03, 0.05, 0.07, 0.06, 0.03, -0.27, 0.00, -0.03, -0.04, -0.03, -0.03, -0.28, -0.02, 0.11, 0.13, 0.13, 0.13, 0.11, -0.01, -0.02, -0.68, 0.65, 0.01, -0.03, 0.08, 0.12, 0.11, 0.12, 0.12, 0.11, 0.11, 0.09]}